Entry 1:
A cluster of 2 separate species, C4H14N4 in total, computed with ωB97M-V/def2-TZVPD.

```
22
Properties=species:S:1:pos:R:3:nbo_charge:R:1
N -2.201 0.846 -1.717 -0.734
H 2.723 -0.428 0.960 0.187
H -2.428 -0.202 2.267 0.339
H 0.929 0.415 -2.148 0.209
N -1.942 -0.685 1.504 -0.640
H -0.344 1.829 -0.066 0.210
H 2.373 -0.621 -2.108 0.165
H 2.334 0.879 -1.159 0.185
H -1.103 -1.109 1.891 0.347
C -0.690 1.376 0.861 -0.418
H 1.611 -1.766 1.313 0.192
H -1.534 1.620 -1.660 0.320
H 0.154 1.081 1.484 0.213
C -2.285 0.147 -0.670 0.284
C 1.730 0.041 -1.508 -0.415
H -2.980 -0.683 -0.679 0.176
N -1.583 0.218 0.492 -0.285
H 2.796 -1.920 -0.001 0.165
H 0.452 -1.299 -0.661 0.358
C 2.117 -1.223 0.515 -0.410
N 1.138 -0.613 -0.359 -0.631
H -1.268 2.097 1.448 0.184
```

For the lowest unoccupied orbital energy, the calculation gives 0.79 eV. The SMILES is [H]/N=C\N(C)N.CNC. The charge is 0. Its total energy is -10333.675 eV. The calculation puts the energy above the lowest of the compared OMol25 structures with the same formula, charge and spin at 2.130 eV.

***

Entry 2:
A cluster of 2 separate species, C4H14N4O in total, computed with ωB97M-V/def2-TZVPD.

```
23
Properties=species:S:1:pos:R:3:nbo_charge:R:1
H 2.561 2.427 0.441 0.211
H 1.335 1.778 1.518 0.169
H -0.202 1.612 -1.634 0.477
H -3.210 -0.010 -0.420 0.187
H -1.567 -0.653 1.939 0.217
N 1.444 0.834 -0.380 -0.220
H 1.114 -0.466 -2.088 0.388
H -2.653 -1.689 0.013 0.201
N -1.146 -0.166 -0.086 -0.588
H -2.333 -1.004 -1.585 0.199
C -1.272 0.203 1.328 -0.407
H -1.980 1.023 1.442 0.187
C 0.781 -0.824 -0.165 0.666
C 2.062 1.497 0.739 -0.438
C -2.433 -0.767 -0.528 -0.408
H -0.822 0.192 -1.001 0.419
H 2.755 0.779 1.179 0.233
N 1.171 -1.468 0.866 -0.889
H 1.827 -2.210 0.646 0.359
H -0.338 0.482 1.803 0.232
O 0.458 1.748 -0.931 -0.679
N 0.915 -1.264 -1.490 -0.905
H 1.534 -2.054 -1.603 0.390
```

For the lowest unoccupied orbital energy, the calculation gives 0.60 eV. The SMILES is [H]/N=C(\N)N(C)O.CNC. The charge is 0. Its total energy is -12376.608 eV. The calculation puts the energy above the lowest of the compared OMol25 structures with the same formula, charge and spin at 6.337 eV.

***

Repeat the second record exactly.
A cluster of 2 separate species, C4H14N4O in total, computed with ωB97M-V/def2-TZVPD.

```
23
Properties=species:S:1:pos:R:3:nbo_charge:R:1
H 2.561 2.427 0.441 0.211
H 1.335 1.778 1.518 0.169
H -0.202 1.612 -1.634 0.477
H -3.210 -0.010 -0.420 0.187
H -1.567 -0.653 1.939 0.217
N 1.444 0.834 -0.380 -0.220
H 1.114 -0.466 -2.088 0.388
H -2.653 -1.689 0.013 0.201
N -1.146 -0.166 -0.086 -0.588
H -2.333 -1.004 -1.585 0.199
C -1.272 0.203 1.328 -0.407
H -1.980 1.023 1.442 0.187
C 0.781 -0.824 -0.165 0.666
C 2.062 1.497 0.739 -0.438
C -2.433 -0.767 -0.528 -0.408
H -0.822 0.192 -1.001 0.419
H 2.755 0.779 1.179 0.233
N 1.171 -1.468 0.866 -0.889
H 1.827 -2.210 0.646 0.359
H -0.338 0.482 1.803 0.232
O 0.458 1.748 -0.931 -0.679
N 0.915 -1.264 -1.490 -0.905
H 1.534 -2.054 -1.603 0.390
```

For the lowest unoccupied orbital energy, the calculation gives 0.60 eV. The SMILES is [H]/N=C(\N)N(C)O.CNC. The charge is 0. Its total energy is -12376.608 eV. The calculation puts the energy above the lowest of the compared OMol25 structures with the same formula, charge and spin at 6.337 eV.